The following is a quantum chemistry calculation of a cluster of 2 separate species, C6H12N2 in total, from OMol25.

The geometry in ORCA input format:
```
! RIJCOSX wB97M-V def2-TZVPD def2/J DEFGRID3
* xyz 0 1
C 2.97224 1.27233 1.11231
C 1.06018 1.82149 -0.49061
C 1.60789 1.76726 0.75411
C -0.49560 2.11275 1.03224
N -0.29153 1.93138 -0.28992
N 0.61644 1.89329 1.68572
H 1.52399 1.71045 -1.45276
H -0.84685 2.29260 -1.05144
H 3.81560 1.88542 0.81227
H 3.12612 0.26989 0.72008
H -1.39765 2.45298 1.51278
H 2.95472 1.03840 2.17707
C -2.37867 -2.17172 -1.23611
C -1.30529 -2.96729 -0.47741
H -2.92364 -1.61210 -0.47001
H -1.84659 -1.55173 -1.93880
H -3.18211 -2.76392 -1.68204
H -0.66894 -2.19806 -0.02685
H -0.62504 -3.62696 -1.01445
H -1.71527 -3.55648 0.32382
*
```

* energy relative to the best compared isomer or geometry (same formula, charge and spin): 12.64 kcal per mole
* electronic energy: -9396.3016 eV
* frontier orbital gap: 9.38 eV

These are the Mulliken partial charges, in e, on atoms 1 to 2: atom 1 (C): -1.12, atom 2 (C): -0.52

=====

The following is a quantum chemistry calculation of an isolated molecule of C3H7NO2S, from OMol25.

The geometry in ORCA input format:
```
! RIJCOSX wB97M-V def2-TZVPD def2/J DEFGRID3
* xyz 0 3
C -0.49592 -0.32989 -2.00963
C 0.16544 0.06330 2.13463
C 0.04895 0.47672 -0.54014
N 1.36401 0.80543 -0.49398
O 2.15574 0.05416 -1.01986
O -1.54890 -1.27936 0.80648
S -0.11397 -0.94096 0.78403
H 0.29674 -0.98380 -2.50811
H -0.79197 0.52677 -2.82294
H -1.41765 -0.79109 -1.76057
H 0.16097 -0.29092 3.12417
H -0.43866 0.91205 2.32068
H 1.16233 0.56499 2.11353
H -0.54710 1.21260 -0.12829
*
```

* energy relative to the best compared isomer or geometry (same formula, charge and spin): 78.17 kcal per mole
* ⟨S²⟩: 2.014
* electronic energy: -19639.0724 eV
* frontier orbital gap (spin up / spin down): 8.96 / 8.00 eV

These are the Mulliken partial charges, in e, on atoms 1 to 2: atom 1 (C): -0.96, atom 2 (C): -1.12

=====

The following is a quantum chemistry calculation of an isolated molecule of C19H21NO4, from OMol25.

The geometry in ORCA input format:
```
! RIJCOSX wB97M-V def2-TZVPD def2/J DEFGRID3
* xyz 0 1
C -3.76640 -1.02408 -1.92988
H -4.78371 -1.40561 -2.00471
O -3.81256 -0.00154 -0.96661
C -2.65601 0.65464 -0.66240
C -1.41535 0.39197 -1.22231
C -0.30354 1.12223 -0.82967
C -0.39895 2.13640 0.10630
C -1.65275 2.39446 0.65866
C -2.76174 1.66877 0.29021
H -3.72920 1.86661 0.72382
H -1.75370 3.17888 1.39519
C 0.76866 2.96677 0.57214
H 0.97980 2.71490 1.61622
H 0.47564 4.01963 0.54230
C 2.06597 2.78090 -0.21538
C 2.80009 1.52916 0.23101
O 2.86640 1.18091 1.38971
N 3.46044 0.86635 -0.75527
H 3.27004 1.08001 -1.72054
C 4.19574 -0.33608 -0.46296
C 3.34865 -1.60617 -0.42734
O 3.81452 -2.70391 -0.27675
O 2.05679 -1.33555 -0.56964
C 1.12904 -2.40664 -0.40441
C -0.00555 -2.00204 0.49912
C -1.23110 -2.64509 0.37822
C -2.29028 -2.29139 1.19413
C -2.13553 -1.28526 2.13233
C -0.91383 -0.64998 2.26255
C 0.15135 -1.00907 1.45549
H 1.09972 -0.50617 1.56406
H -0.78485 0.13219 2.99495
H -2.96672 -0.99917 2.75890
H -3.24042 -2.79514 1.09217
H -1.35105 -3.42962 -0.35723
H 0.75068 -2.67978 -1.39632
H 1.66675 -3.27096 0.00869
H 5.01287 -0.47238 -1.17421
H 4.61981 -0.22887 0.54240
H 1.88053 2.77906 -1.28953
H 2.73191 3.61864 0.01116
H 0.64778 0.86260 -1.26559
H -1.29098 -0.38581 -1.95914
H -3.09642 -1.83297 -1.62254
H -3.45249 -0.64178 -2.90727
*
```

* energy relative to the best compared isomer or geometry (same formula, charge and spin): 14.53 kcal per mole
* electronic energy: -29724.6750 eV
* frontier orbital gap: 8.79 eV

These are the Mulliken partial charges, in e, on atoms 1 to 2: atom 1 (C): -0.71, atom 2 (H): 0.24

=====

The following is a quantum chemistry calculation of an isolated molecule of C2F3NOS, from OMol25.

The geometry in ORCA input format:
```
! RIJCOSX wB97M-V def2-TZVPD def2/J DEFGRID3
* xyz 0 1
C 0.77343 -1.04978 1.04244
C -0.41826 0.90833 -0.49488
N 1.75282 -1.30345 1.54021
O -0.74802 -1.57513 -1.32292
F 0.79546 1.26233 -0.81386
F -0.82804 1.76365 0.49660
F -1.20559 1.17166 -1.50504
S -1.00931 -0.87434 -0.12281
*
```

* energy relative to the best compared isomer or geometry (same formula, charge and spin): 16.22 kcal per mole
* electronic energy: -24596.0738 eV
* frontier orbital gap: 10.54 eV

These are the Mulliken partial charges, in e, on atoms 1 to 2: atom 1 (C): 0.15, atom 2 (C): 0.71